Here is a cluster of 12 separate species, C72H60N12O24 in total at a distorted geometry from OMol25. Energies are from ωB97M-V/def2-TZVPD.

```
168
Properties=species:S:1:pos:R:3:forces:R:3
O 12.199 -18.062 -17.965 -0.33 -0.66 0.21
N 12.639 -16.936 -17.940 0.21 0.11 -0.18
O 13.109 -16.379 -18.901 0.39 0.50 -0.45
C 12.594 -16.210 -16.679 -0.45 0.16 0.66
C 11.766 -16.705 -15.678 0.41 0.39 0.91
C 11.784 -16.031 -14.461 -0.85 0.67 0.10
C 12.396 -14.783 -14.305 -0.03 -1.14 0.02
C 13.150 -14.285 -15.344 0.57 -0.12 0.36
C 13.322 -15.043 -16.499 -0.11 0.50 -0.28
H 11.151 -17.588 -15.749 0.20 -0.13 -0.43
H 11.185 -16.385 -13.631 0.03 -0.26 -0.08
H 12.355 -14.282 -13.348 -0.07 0.15 -0.07
H 13.674 -13.355 -15.155 0.06 -0.08 -0.48
H 13.992 -14.676 -17.261 -0.12 -0.16 -0.21
O 14.151 -11.344 -15.922 0.24 -0.35 -0.15
N 13.408 -10.395 -16.060 0.41 0.68 0.76
O 13.242 -9.786 -17.088 -0.23 0.02 -0.38
C 12.705 -9.927 -14.857 -0.89 0.20 0.52
C 11.565 -9.156 -14.987 -0.20 0.68 -0.09
C 10.757 -8.920 -13.882 0.19 0.09 -0.20
C 11.058 -9.469 -12.645 0.83 -0.31 0.53
C 12.279 -10.136 -12.471 -0.06 0.70 -1.15
C 13.090 -10.320 -13.587 0.36 -1.53 -0.12
H 11.284 -8.632 -15.890 0.22 -0.45 -0.29
H 9.939 -8.236 -14.066 -0.31 -0.24 0.39
H 10.432 -9.399 -11.765 -0.24 0.37 -0.15
H 12.636 -10.455 -11.503 -0.15 -0.11 -0.45
H 13.946 -10.980 -13.497 0.19 0.28 0.04
O 11.567 -10.797 -3.671 -0.09 -0.29 -0.19
N 12.366 -10.615 -2.769 -0.66 0.78 -0.31
O 12.302 -9.681 -2.005 0.13 0.16 0.45
C 13.454 -11.540 -2.634 1.46 -0.45 0.77
C 14.328 -11.447 -1.537 -0.65 -0.33 0.01
C 15.319 -12.400 -1.410 0.54 -0.22 -0.39
C 15.557 -13.316 -2.432 -0.26 -0.33 -0.30
C 14.773 -13.332 -3.580 -0.10 0.44 1.15
C 13.679 -12.464 -3.625 0.76 -0.45 -1.51
H 14.196 -10.705 -0.765 -0.20 0.10 -0.09
H 15.986 -12.433 -0.559 -0.16 0.26 0.14
H 16.343 -14.058 -2.355 0.15 0.18 0.17
H 15.028 -14.018 -4.372 -0.28 0.07 -0.19
H 13.156 -12.459 -4.571 -0.34 0.17 0.48
O 21.432 -16.162 -15.667 -0.23 0.39 0.17
N 20.373 -16.274 -15.077 0.06 -1.15 -0.38
O 20.190 -17.099 -14.186 -0.15 0.89 -0.08
C 19.209 -15.522 -15.594 -0.14 0.33 -0.07
C 18.223 -15.089 -14.726 0.69 -0.89 0.68
C 17.121 -14.449 -15.232 -0.73 0.34 -0.63
C 17.005 -14.241 -16.607 0.19 -0.41 0.03
C 17.994 -14.693 -17.476 -0.01 0.19 0.34
C 19.123 -15.315 -16.957 0.39 -0.01 -0.15
H 18.357 -15.338 -13.680 -0.30 0.28 -0.02
H 16.294 -14.135 -14.608 0.23 0.04 0.27
H 16.118 -13.768 -17.006 0.01 0.13 0.02
H 17.880 -14.536 -18.539 0.11 -0.05 -0.04
H 19.959 -15.631 -17.567 -0.17 -0.03 -0.16
O 21.304 -21.722 -10.682 0.08 0.40 0.50
N 20.834 -20.671 -11.085 -0.22 -0.97 -1.11
O 20.724 -20.414 -12.273 0.06 0.38 0.44
C 20.262 -19.738 -10.131 0.74 1.22 1.38
C 19.701 -18.556 -10.559 -1.44 0.21 -0.54
C 19.003 -17.758 -9.641 0.42 -0.15 0.18
C 19.110 -17.995 -8.284 0.68 0.01 -0.16
C 19.855 -19.095 -7.826 -1.40 1.01 -0.32
C 20.400 -19.943 -8.753 0.15 -1.51 0.19
H 19.657 -18.295 -11.609 0.08 -0.18 -0.02
H 18.345 -16.959 -9.949 0.34 0.10 -0.50
H 18.709 -17.243 -7.614 -0.33 -0.39 0.23
H 19.761 -19.335 -6.776 0.66 -0.15 0.04
H 20.859 -20.844 -8.361 0.11 -0.05 -0.42
O 16.037 -13.816 -11.961 0.41 -0.78 0.23
N 14.985 -13.715 -11.375 0.21 1.33 0.22
O 14.073 -13.034 -11.801 -0.87 -0.13 -0.17
C 14.827 -14.235 -10.014 -0.24 0.14 0.96
C 13.744 -13.854 -9.240 -0.96 -0.46 0.43
C 13.579 -14.369 -7.945 0.64 -0.28 -1.10
C 14.518 -15.266 -7.460 0.05 -0.68 0.28
C 15.623 -15.646 -8.221 -0.42 0.95 0.16
C 15.796 -15.036 -9.446 0.97 -0.67 -1.09
H 12.893 -13.269 -9.562 0.68 0.11 -0.72
H 12.638 -14.167 -7.453 0.81 -0.06 0.11
H 14.406 -15.766 -6.506 -0.22 0.19 0.10
H 16.333 -16.369 -7.850 0.07 0.04 0.05
H 16.677 -15.245 -10.041 -0.16 -0.13 -0.11
O 16.086 -18.891 -6.795 -0.17 0.51 0.16
N 16.345 -19.853 -6.098 -0.10 -0.02 -0.81
O 17.112 -20.727 -6.434 0.29 -0.31 0.41
C 15.648 -19.977 -4.830 -0.44 -0.50 1.05
C 16.112 -20.880 -3.868 1.10 0.22 -0.64
C 15.471 -21.039 -2.676 -0.16 0.48 0.81
C 14.359 -20.261 -2.379 -0.71 0.15 -0.13
C 13.884 -19.347 -3.309 0.75 -0.42 -0.56
C 14.512 -19.235 -4.565 -0.68 0.40 0.61
H 17.062 -21.392 -3.953 -0.11 -0.02 -0.63
H 15.951 -21.655 -1.928 -0.32 -0.22 0.01
H 13.797 -20.376 -1.460 0.29 -0.02 0.17
H 13.041 -18.711 -3.083 -0.13 -0.09 -0.04
H 14.030 -18.565 -5.263 0.50 0.01 -0.33
O 18.997 -12.760 -12.026 0.43 0.38 0.18
N 19.147 -13.697 -11.267 -1.04 0.06 -0.93
O 18.806 -14.830 -11.571 0.53 -0.04 0.93
C 19.666 -13.409 -9.926 0.59 -0.44 -0.09
C 20.553 -12.365 -9.763 0.08 1.09 0.36
C 21.105 -12.111 -8.505 -0.76 -0.77 -0.53
C 20.756 -12.969 -7.472 0.03 -0.09 0.89
C 19.857 -14.019 -7.638 0.23 -0.31 -0.70
C 19.339 -14.271 -8.897 -0.20 0.20 -0.21
H 20.773 -11.648 -10.542 -0.11 -0.36 -0.34
H 21.752 -11.254 -8.398 0.14 -0.10 0.25
H 21.164 -12.866 -6.473 0.14 0.30 -0.10
H 19.629 -14.722 -6.848 0.00 0.24 0.21
H 18.682 -15.092 -9.138 0.03 -0.08 0.29
O 11.735 -10.548 -9.821 -0.15 -0.25 0.57
N 11.901 -10.609 -8.617 -0.42 0.49 0.12
O 12.292 -9.677 -7.943 -0.93 -0.25 0.27
C 11.551 -11.861 -7.946 -0.99 -0.31 0.56
C 10.838 -12.814 -8.658 0.07 -1.05 -0.22
C 10.445 -13.990 -8.020 0.06 0.34 0.50
C 10.607 -14.104 -6.647 0.04 -0.32 0.26
C 11.271 -13.121 -5.928 -0.91 0.17 0.28
C 11.740 -12.001 -6.567 0.21 0.93 -0.82
H 10.647 -12.807 -9.722 0.22 0.68 -0.04
H 10.075 -14.833 -8.585 -0.32 0.18 -0.09
H 10.279 -14.985 -6.108 -0.11 -0.04 -0.17
H 11.303 -13.158 -4.847 0.13 -0.16 -0.06
H 12.198 -11.185 -6.024 0.00 -0.05 0.02
O 15.959 -16.088 -4.626 0.10 -0.21 0.43
N 17.134 -16.405 -4.657 0.22 0.60 -0.62
O 17.890 -16.091 -5.565 -0.16 -0.14 0.28
C 17.682 -17.204 -3.574 0.32 -1.25 0.56
C 18.802 -17.984 -3.839 0.47 0.43 -0.64
C 19.326 -18.861 -2.899 -0.69 -0.04 0.64
C 18.637 -19.019 -1.699 -0.58 0.33 -0.32
C 17.498 -18.243 -1.436 1.02 -0.56 0.31
C 17.043 -17.317 -2.348 -0.54 0.51 0.07
H 19.267 -17.842 -4.808 0.08 -0.15 0.04
H 20.218 -19.454 -3.040 0.03 0.12 -0.45
H 18.936 -19.764 -0.974 0.19 0.08 0.04
H 17.045 -18.372 -0.463 -0.30 0.20 -0.09
H 16.223 -16.668 -2.068 -0.16 -0.09 -0.30
O 16.623 -16.761 -12.016 0.22 -0.27 0.23
N 15.665 -17.117 -12.670 0.05 0.58 -0.08
O 14.516 -16.834 -12.386 -0.20 -0.14 0.06
C 15.921 -17.829 -13.920 0.03 -0.18 -0.60
C 17.224 -18.193 -14.218 -0.25 -0.26 0.09
C 17.482 -18.763 -15.463 0.36 0.40 0.25
C 16.451 -18.983 -16.346 -0.28 0.13 0.30
C 15.139 -18.672 -15.977 -0.20 -0.15 -1.13
C 14.851 -18.027 -14.799 0.82 0.03 1.01
H 17.995 -18.045 -13.477 0.11 0.12 -0.17
H 18.496 -18.969 -15.782 0.06 -0.09 0.27
H 16.685 -19.364 -17.331 -0.23 -0.16 0.00
H 14.370 -18.919 -16.701 -0.21 0.21 0.17
H 13.897 -17.651 -14.464 -0.21 -0.26 -0.36
O 14.154 -7.705 -11.517 -0.15 -0.27 0.45
N 15.031 -8.540 -11.609 0.33 0.66 -0.61
O 15.771 -8.620 -12.572 -0.02 -0.19 -0.03
C 15.259 -9.490 -10.513 0.12 0.80 0.11
C 16.233 -10.446 -10.704 0.16 -1.43 0.01
C 16.436 -11.393 -9.703 -0.52 0.43 0.26
C 15.721 -11.251 -8.523 -0.02 -0.36 0.63
C 14.773 -10.265 -8.339 0.48 0.44 -0.03
C 14.553 -9.319 -9.335 0.00 -0.53 -0.05
H 16.764 -10.565 -11.636 -0.11 0.28 -0.12
H 17.033 -12.285 -9.822 0.42 0.30 -0.22
H 15.876 -11.911 -7.675 0.09 -0.32 -0.27
H 14.194 -10.245 -7.424 0.47 0.16 -0.03
H 13.819 -8.538 -9.202 0.15 -0.01 -0.27
```
Positions in Å, forces in eV/Å.

The calculation puts the lowest unoccupied orbital energy at -0.06018 Eh. The value obtained for the gap between HOMO and LUMO is 7.71 eV. The calculation puts the largest force on an atom at 2.0 eV/A. Its spin multiplicity is 1. Its energy above the lowest of the compared OMol25 structures with the same formula, charge and spin is 218.5 kJ/mol. Its net charge is 0.

Here are the Mulliken charges for atoms 1 to 8, given in e: -0.62, 1.16, -0.64, 0.13, -0.70, -0.57, -0.72, -0.13